Entry 1:
C29H24AgN4O2 | ωB97M-V/def2-TZVPD

The geometry in XYZ format:
```
60
Properties=species:S:1:pos:R:3:forces:R:3:mulliken_charge:R:1
H -4.915 -3.332 -2.481 0.0 0.7 1.3 0.2675
H 7.380 2.318 0.208 -0.3 -0.1 -0.3 0.3429
H -3.870 -1.298 -2.962 0.1 0.4 -0.2 0.3415
N 2.102 2.228 -0.542 0.1 0.0 2.4 -0.5898
N 0.405 -1.541 0.343 0.5 -0.2 0.0 -0.5099
C 1.814 -4.831 -0.691 -2.9 3.4 1.2 -0.6355
H -5.481 1.694 2.311 -1.6 0.5 3.5 0.3433
H 4.961 2.338 0.805 -0.4 0.4 0.9 0.4438
C -4.184 -1.401 -1.937 0.5 0.6 -0.3 -0.5188
H -3.312 0.475 -1.178 -0.6 -0.7 -0.1 0.2618
H 1.353 5.158 0.310 -1.4 -0.8 0.5 0.3375
H -1.045 -5.839 0.851 0.2 0.0 -0.1 0.2947
H 2.679 -5.028 -1.220 1.6 -1.3 -0.9 0.4228
C -4.794 -2.605 -1.625 0.3 -1.1 -1.8 -0.3687
H 6.440 0.228 -3.338 0.0 -0.6 -1.4 0.4009
C 4.760 0.613 -2.065 0.0 0.4 0.1 -0.3607
C -5.039 1.551 1.427 1.1 -0.2 -5.2 -0.5108
N -2.765 0.949 1.456 -0.2 -2.7 -0.5 -0.2903
O 1.922 1.508 1.673 0.0 1.2 -2.1 -0.4179
H -2.895 4.963 0.860 0.1 -0.4 0.0 0.3908
H 8.040 1.210 -1.808 0.7 -0.1 -0.8 0.3693
H -4.200 -0.160 2.413 -0.2 0.1 -0.9 0.3221
C -0.274 -5.177 0.448 -0.8 0.1 0.7 -0.4428
C 6.989 1.265 -1.663 0.5 1.1 2.0 -0.3171
C -5.098 -2.899 -0.334 -0.6 -0.1 0.3 -0.5941
C 6.623 1.878 -0.451 -0.9 -0.2 -0.3 -0.6874
C 2.873 0.960 -0.443 0.8 0.8 -1.5 0.5743
H 4.071 0.132 -2.697 -1.0 -0.6 -0.5 0.4032
H -1.338 -3.486 1.168 0.0 0.2 0.0 0.2653
C -4.109 0.307 1.391 0.7 0.8 3.7 0.4005
C 0.516 -2.858 0.188 -1.1 0.5 -0.4 -0.0839
C 2.676 0.455 0.968 -0.1 1.0 0.6 -0.4360
C -2.911 2.190 1.301 1.3 2.3 -0.6 0.1547
Ag -1.106 -0.442 1.030 -0.2 0.5 0.1 -0.0943
H 2.279 -2.752 -1.036 0.3 0.4 -0.1 0.3621
C -3.898 -0.445 -0.982 0.1 -0.6 1.8 -0.3808
C -4.898 -1.936 0.641 0.1 -0.4 1.0 -0.4445
C -0.797 5.208 0.768 -1.0 0.7 -1.5 -0.7507
N -0.604 2.533 1.140 0.0 -0.8 0.0 -0.0465
C 0.406 4.604 0.605 2.9 0.5 -0.3 -0.5036
H 1.084 -6.763 -0.243 -0.6 0.0 0.1 0.3010
C 5.268 1.864 -0.089 0.9 -0.6 -0.8 -0.1934
H 2.420 0.334 -1.227 0.1 -0.3 0.6 0.3073
C -1.934 4.451 0.879 -1.0 2.0 0.6 -0.2230
C 0.435 3.241 0.808 0.9 0.3 0.9 0.0722
C 1.576 -3.423 -0.585 0.5 -2.1 0.5 -0.2217
H 2.048 -0.412 0.974 -0.2 -0.9 0.1 0.1618
H 3.613 0.399 1.492 0.4 -0.5 0.3 0.3755
C -1.797 3.130 1.128 -1.1 -2.4 0.4 0.1123
H -5.217 -2.186 1.648 0.1 0.2 0.1 0.3062
C 0.844 -5.705 -0.168 1.9 -0.4 -0.8 -0.4390
C 4.345 1.161 -0.867 -0.7 0.2 0.3 0.1944
O -4.149 2.687 1.164 -1.2 -0.5 0.3 -0.4601
C 1.639 2.415 0.654 0.2 -1.9 -1.1 0.5784
H -0.926 6.216 0.460 0.1 1.0 0.3 0.3615
C 6.061 0.702 -2.487 0.5 0.0 0.9 -0.8905
C -4.250 -0.755 0.399 -0.3 1.1 -3.6 0.3688
H -5.550 -3.830 -0.043 -0.1 -0.3 -0.1 0.4058
H -5.810 1.562 0.612 0.6 -0.1 0.7 0.3024
C -0.458 -3.823 0.636 0.5 -0.4 -0.1 -0.1346
```
Forces are in eV/Å.

- charge = -1
- maximum force (eV Å⁻¹) = 5.3
- total energy (hartree) = -1635.8487
- E_HOMO (spin up / spin down) (eV) = -2.79 / -0.92

***

Entry 2:
C16H13NO5S2 | ωB97M-V/def2-TZVPD

The geometry in XYZ format:
```
37
Properties=species:S:1:pos:R:3:forces:R:3:mulliken_charge:R:1
H -3.867 2.592 1.769 0.2 -0.1 -0.7 0.4749
C -3.834 2.610 0.675 -0.6 0.9 0.2 -0.5705
C 0.131 -1.439 -0.951 0.3 -0.8 0.0 0.2004
C -3.210 1.758 -0.160 0.3 0.9 -0.9 0.0929
H -0.054 -1.124 -1.975 0.0 -0.1 0.1 0.5441
C 1.049 -3.087 0.628 -1.0 0.0 -0.8 0.5222
H 1.728 -4.749 2.887 -0.6 0.0 0.2 0.2981
C -4.216 3.233 -1.450 0.1 0.4 0.6 -0.4523
H 1.088 -3.319 -1.536 -0.1 0.3 0.3 0.3942
O -0.435 1.323 -2.710 0.5 -0.5 3.0 -0.6721
H 4.687 0.788 -1.675 -0.6 0.2 0.4 0.3588
O -2.829 -0.110 1.079 2.1 1.5 -1.6 -0.5583
O -3.437 2.094 -1.484 -0.2 0.7 0.4 -0.2616
C 0.777 -2.669 -0.712 0.4 0.2 1.0 -0.8168
H -4.995 4.481 0.156 -0.1 0.0 -0.1 0.4199
S -0.236 1.677 -1.287 -0.6 3.8 -2.3 1.3824
H 2.949 -3.668 2.213 0.2 -0.2 0.2 0.3654
S 2.074 1.677 0.745 1.0 -0.3 -0.9 -0.0738
H -0.503 -0.448 2.224 0.5 -0.6 -0.6 0.3673
H 4.507 1.091 0.914 -0.3 0.3 0.0 0.4238
O 1.625 -4.341 0.810 -0.5 1.0 -0.2 -0.4429
C 2.343 -4.558 2.019 0.6 0.3 -0.3 -0.8094
C 2.502 1.323 -1.811 0.6 -0.8 0.1 -0.3556
C -2.296 0.689 0.268 -3.1 -2.0 1.8 0.7248
C 3.767 1.080 -1.144 -0.3 0.6 0.0 -0.4450
H -4.565 3.814 -2.317 0.6 -1.2 0.0 0.4106
C -0.085 -1.066 1.400 -0.4 0.3 0.7 -0.2103
C 0.540 -2.285 1.672 0.4 0.0 -1.0 -0.5882
C 3.700 1.283 0.212 -0.7 -0.4 -0.5 -0.4439
C -4.458 3.608 -0.173 0.3 -0.9 0.4 -0.4123
C 1.524 1.578 -0.898 -1.0 -0.5 0.2 0.1202
H 0.621 -2.632 2.679 0.1 0.0 0.5 0.3560
C -0.298 -0.624 0.099 1.0 -2.1 0.3 -0.7528
N -0.994 0.563 -0.146 0.8 1.8 -1.5 0.3742
H 2.357 1.217 -2.898 -0.1 0.0 0.8 0.4390
H 2.985 -5.438 1.873 -0.2 0.4 -0.1 0.2626
O -0.643 3.078 -0.996 0.4 -3.2 0.4 -0.6659
```
Forces are in eV/Å.

- maximum force (eV Å⁻¹) = 4.5
- total energy (hartree) = -1844.7304
- E_HOMO (eV) = -8.76

***

Entry 3:
C5H9NO2 | ωB97M-V/def2-TZVPD

The geometry in XYZ format:
```
17
Properties=species:S:1:pos:R:3:forces:R:3:mulliken_charge:R:1
H -2.799 -0.584 -0.977 0.0 0.1 0.0 0.2964
C 1.940 -1.516 -0.040 -0.9 -0.5 0.8 0.6068
H -1.093 2.092 0.535 0.0 0.0 0.0 0.3420
H -1.928 -0.562 1.335 0.0 0.1 0.0 0.4006
O 2.826 -1.816 -0.775 0.4 0.5 -0.4 -0.5514
H -0.144 2.145 -0.959 0.0 0.0 0.0 0.3693
H -0.300 -1.416 0.720 -1.6 1.4 -0.2 0.4256
C -0.093 1.989 0.119 -0.5 -0.3 -0.2 -1.2133
O 1.209 -2.038 0.803 1.0 0.5 -0.3 -0.6524
H 0.567 0.434 1.523 -0.6 -0.6 -0.1 0.4145
N 1.426 0.099 -0.268 -1.1 -0.3 0.6 -0.2157
H -1.126 -1.051 -1.585 0.0 -0.3 0.0 0.2597
C 0.475 0.643 0.461 2.8 0.9 -0.5 0.1153
C -1.277 -0.796 0.497 0.4 -2.0 0.2 -0.6759
C -1.774 -0.841 -0.740 0.1 0.6 0.0 -0.5431
H 0.532 2.767 0.561 0.1 -0.1 0.0 0.3479
H 1.560 0.450 -1.210 -0.1 0.0 0.0 0.2735
```
Forces are in eV/Å.

- maximum force (eV Å⁻¹) = 3.0
- total energy (hartree) = -401.0721
- energy relative to the best compared isomer or geometry (same formula, charge and spin) (eV) = 2.849
- E_HOMO (eV) = -9.93

***

Entry 4:
C8H17N3O3 | ωB97M-V/def2-TZVPD

The geometry in XYZ format:
```
31
Properties=species:S:1:pos:R:3:forces:R:3:mulliken_charge:R:1
H 2.293 1.275 -0.685 -0.7 -0.2 -0.3 0.2820
N 1.885 0.372 -0.947 1.4 0.5 -0.3 -0.2828
H -5.765 -1.330 -0.433 -0.4 -0.7 -1.1 0.2682
H 0.168 2.542 -1.046 -0.1 -0.1 0.6 0.2004
H -4.822 0.944 -0.536 0.2 -1.5 0.8 0.2695
C -4.489 0.098 0.177 -0.3 0.8 -0.6 -0.3836
H -1.443 -0.138 1.320 0.3 -0.6 0.4 0.4441
H -3.555 -1.409 -1.096 -0.3 -0.4 -1.0 0.4691
N 0.356 2.429 -0.046 0.5 2.9 -1.3 -0.6527
O 4.911 -0.441 0.252 2.6 -0.3 0.3 -0.5595
H 0.118 3.317 0.459 0.1 -1.9 -0.4 0.2152
H 2.599 -1.668 -1.209 -0.8 0.7 0.6 0.3408
H -5.393 -1.547 1.086 0.6 -0.9 1.2 0.2397
H 3.693 -0.689 2.101 -2.2 0.3 -2.3 0.3816
H -4.290 0.666 1.136 0.1 -0.9 -0.9 0.2617
O 3.010 -0.638 1.291 0.2 -0.8 5.9 -0.4013
C 2.910 -0.622 -0.999 1.0 -1.7 -2.6 -0.6362
C 3.742 -0.620 0.257 0.1 1.0 -3.6 0.5419
O 0.291 -1.073 -0.260 1.2 0.1 -0.1 -0.6791
H -1.434 -0.594 -1.312 0.7 0.0 0.4 0.3320
N -5.595 -0.862 0.416 -0.1 2.6 -0.4 -0.6612
H -2.030 1.437 0.982 0.8 -0.4 -0.5 0.3839
H 0.687 1.097 1.460 -1.0 -0.2 -0.8 0.2506
H -2.098 0.959 -1.465 -0.8 -0.8 1.0 0.2556
C -1.360 0.625 0.574 -0.5 1.8 0.4 -0.9747
C 0.134 1.147 0.468 -2.3 -0.9 1.9 0.5329
C -2.008 0.099 -0.718 0.1 1.1 -1.2 -0.3433
H -3.072 -1.241 0.553 0.8 -0.7 -0.2 0.2140
C 0.749 0.058 -0.315 0.0 -1.5 0.7 0.2146
H 3.498 -0.491 -1.944 0.2 0.5 1.2 0.3140
C -3.238 -0.698 -0.375 -1.6 2.1 2.3 -0.8374
```
Forces are in eV/Å.

- maximum force (eV Å⁻¹) = 6.0
- total energy (hartree) = -704.9800
- energy relative to the best compared isomer or geometry (same formula, charge and spin) (eV) = 1.526
- E_HOMO (eV) = -8.82

***

Question: Which value of maximum force does entry 3 give?
Answer: 3.0 eV Å⁻¹

***

Question: Number 3 is which compound?
Answer: C5H9NO2

***

Question: Which of these has the lowest maximum force?
Answer: C5H9NO2